[1]
DFT (ωB97M-V/def2-TZVPD) results for a structure of composition C50H38ClF3InNO4S7Sb2.

Output
E_LUMO (eV): 3.490
HOMO energy (eV): -1.97
ΔE to the lowest compared entry with this formula, charge and spin (kJ/mol): 179.6

The geometry in ORCA input format:
```
! RIJCOSX wB97M-V def2-TZVPD def2/J DEFGRID3
* xyz -2 1
In -1.66674 1.89756 -0.09079
S -0.95499 8.96745 1.12848
C -1.25066 7.33543 1.04674
S -0.25975 6.14146 1.78045
C -1.18009 4.72872 1.32628
C -2.29073 4.96780 0.58267
S -3.38015 3.78807 -0.10179
S -2.59488 6.65083 0.22239
S -0.61610 3.15504 1.83978
C 2.83973 1.66458 1.05981
C 3.33373 1.80640 -0.38783
C 2.56478 1.03832 -1.47599
Sb 1.46687 -0.90416 -0.85768
C 3.34986 -1.99668 -1.10204
C 3.67702 -3.05324 -0.25381
C 4.83092 -3.79987 -0.42917
C 5.68475 -3.51861 -1.48869
C 5.36540 -2.48993 -2.35970
C 4.21163 -1.73693 -2.16127
C 0.59294 -3.09432 -1.02451
C 0.99343 -4.06991 -1.93836
C 0.40079 -5.32549 -1.98338
C -0.62152 -5.64545 -1.09636
C -1.03548 -4.69592 -0.17244
C -0.43279 -3.44251 -0.14876
Sb 3.50476 -0.12592 2.06255
C 4.23660 0.82797 3.86581
C 3.91484 0.36210 5.13765
C 4.44591 0.95758 6.27387
C 5.31009 2.03674 6.15935
C 5.64237 2.51274 4.89943
C 5.11161 1.90802 3.76747
C 1.64996 -0.61865 3.03331
C 0.93832 0.35957 3.72429
C -0.21974 0.04143 4.41602
C -0.68751 -1.26592 4.42233
C -0.00238 -2.24397 3.71897
C 1.16099 -1.91968 3.03108
H 1.75109 1.67013 1.10931
H 3.18429 2.50346 1.66933
H 4.39660 1.53467 -0.43458
H 3.29819 2.87973 -0.61762
H 3.22652 0.87615 -2.33043
H 1.73973 1.65679 -1.84420
H 3.00253 -3.31874 0.55373
H 5.06026 -4.60799 0.25631
H 6.58542 -4.10329 -1.63734
H 6.01248 -2.26813 -3.20117
H 3.98865 -0.93942 -2.85785
H 1.78347 -3.84441 -2.65196
H 0.73130 -6.05591 -2.71570
H -1.09207 -6.62223 -1.12958
H -1.83696 -4.92765 0.52302
H -0.78807 -2.70605 0.57051
H 3.22613 -0.46752 5.24872
H 4.17313 0.58259 7.25363
H 5.71487 2.50918 7.04630
H 6.31120 3.35919 4.79609
H 5.38266 2.29778 2.79082
H 1.28991 1.38577 3.72958
H -0.77131 0.82104 4.92788
H -1.60310 -1.51157 4.94763
H -0.37713 -3.26038 3.68654
H 1.67742 -2.69807 2.47916
F -0.33673 -0.92254 -6.23662
C -0.74111 -2.08680 -5.68787
F -1.58622 -2.64688 -6.59424
F 0.33030 -2.89497 -5.64026
C -1.41173 -1.90546 -4.35930
C -2.74087 -2.26275 -4.21922
C -3.36409 -2.11973 -2.98920
C -2.61219 -1.61206 -1.94360
N -1.34733 -1.24270 -2.06787
C -0.73263 -1.37410 -3.24250
S 0.92631 -0.85169 -3.31847
H -3.27929 -2.66433 -5.06721
H -4.40031 -2.39180 -2.84565
H -3.03636 -1.47998 -0.95256
O -7.93370 -0.81405 4.45638
C -7.17289 0.30331 4.29349
O -7.52926 1.32194 4.81939
C -5.93965 0.16404 3.47651
C -5.60838 -0.99077 2.76728
C -4.44450 -1.05443 2.02760
C -3.56270 0.03034 1.97905
S -2.05239 -0.21569 1.09353
C -3.88661 1.18231 2.70414
C -5.06120 1.24807 3.42695
H -7.49820 -1.55980 4.03202
H -6.26000 -1.85945 2.74031
H -4.20431 -1.94871 1.46678
H -3.20869 2.02290 2.69848
H -5.31477 2.14377 3.97746
Cl -1.23958 3.78787 -8.43303
C -1.33638 3.35901 -6.74374
C -2.49548 2.77009 -6.26619
C -2.56484 2.42836 -4.92591
C -1.49163 2.68665 -4.08277
C -0.33536 3.27222 -4.58231
C -0.25125 3.61268 -5.92192
C -1.57131 2.29885 -2.64780
O -2.53879 1.61962 -2.22903
O -0.63715 2.66112 -1.86373
H -3.32165 2.57887 -6.93672
H -3.44556 1.95257 -4.51655
H 0.49428 3.44534 -3.91067
H 0.64318 4.06295 -6.32875
*
```

Mulliken atomic charge list, values in e, 8 entries: In 1.15; S -0.33; C 0.10; S -0.08; C -0.10; C 0.08; S -0.40; S -0.14



[2]
DFT (ωB97M-V/def2-TZVPD) results for the ion C3HO4 with charge -1 in a non-equilibrium geometry.

Output
E_LUMO (eV): 4.137
HOMO energy (eV): -4.11
ΔE to the lowest compared entry with this formula, charge and spin (kJ/mol): 159.3
SMILES: O=CC(=O)C(=O)[O-]

The geometry in ORCA input format:
```
! RIJCOSX wB97M-V def2-TZVPD def2/J DEFGRID3
* xyz -1 1
C -1.29199 -0.09974 0.67413
C 1.03685 0.21777 -0.90270
C 0.57904 -0.24915 0.50215
O 1.68952 1.23084 -0.98216
O -1.51479 1.09051 0.81053
O 0.65153 -0.61894 -1.73452
O 1.14567 -0.75191 1.44403
H -2.29583 -0.81938 0.18855
*
```

Okay, here come the Mulliken numbers, in e, for every atom: C 0.01; C 0.47; C 0.59; O -0.64; O -0.41; O -0.66; O -0.54; H 0.18



[3]
DFT (ωB97M-V/def2-TZVPD) results for a structure of composition C16H34AlBBrF4INO6P in a non-equilibrium geometry.

Output
E_LUMO (eV): -1.785
HOMO energy (eV): -6.72

The geometry in ORCA input format:
```
! RIJCOSX wB97M-V def2-TZVPD def2/J DEFGRID3
* xyz 0 1
C 3.68915 -2.23280 3.02821
C 3.21159 -1.28260 1.84279
C 1.88574 -0.46363 2.13938
Br 1.80170 1.19379 0.99043
Al 0.15385 -1.51566 2.17945
I 0.11721 -2.59399 4.58418
O -0.13056 -2.97375 1.07744
C -1.28940 -2.76980 0.24285
O -2.06037 -3.99313 0.18485
B -1.27687 -5.18073 0.09557
O -1.03503 -5.86078 -1.15380
O -0.72656 -5.87189 1.22650
P -0.48964 -2.66040 -1.47156
C 1.38241 -2.40807 -1.15784
C -0.91045 -1.11506 -2.46159
C -0.17693 0.21069 -1.87967
C -2.28726 -1.68538 0.86441
C -2.88253 -2.44977 2.17095
C -3.31664 -1.47805 3.34560
C -3.44844 -1.03864 0.03107
F -2.97126 0.10229 -0.66054
F -4.45494 -0.44481 0.83440
C -4.29182 -1.98631 -0.90771
F -3.59342 -2.69049 -1.86900
F -5.12454 -2.87410 -0.21459
O -1.42733 -0.73071 1.54407
H 3.05537 -2.18764 3.95540
H 3.75712 -3.29527 2.62889
H 4.74462 -1.96186 3.36156
H 4.03853 -0.50847 1.70118
H 3.20041 -1.89229 0.89925
H 2.02354 -0.04399 3.19128
H -1.60504 -5.41346 -1.81068
H -0.09941 -6.53966 0.89763
H 1.83940 -2.09747 -2.15627
H 1.88545 -3.35322 -0.82256
H 1.52552 -1.53585 -0.45552
H -2.00098 -0.94839 -2.66514
H -0.43071 -1.26972 -3.48765
H -0.89082 1.06669 -2.12457
H 0.84509 0.36964 -2.31407
H -0.20523 0.10349 -0.76091
H -3.79863 -3.01630 1.84117
H -2.15802 -3.18978 2.60651
H -2.67938 -1.50530 4.26719
H -4.36147 -1.80121 3.67320
H -3.42379 -0.39303 3.04989
H -5.00753 -1.30419 -1.46907
C 1.36575 6.81779 -2.19916
C 2.28392 5.62350 -2.41704
C 1.58550 4.27786 -2.22374
O 1.42491 4.03053 -0.83657
C 0.10425 4.27610 -0.33982
N 3.38416 5.68656 -1.39874
H 1.05353 6.91445 -1.15719
H 1.87473 7.74725 -2.47365
H 0.47286 6.73445 -2.81846
H 2.74597 5.68742 -3.40388
H 2.24085 3.48643 -2.60117
H 0.64920 4.21088 -2.78183
H -0.66300 4.09504 -1.09519
H 0.03309 5.30261 0.02711
H -0.06856 3.60192 0.49998
H 3.76449 6.62415 -1.26025
H 4.15087 5.04917 -1.63017
H 2.99575 5.34496 -0.50276
*
```

Mulliken atomic charge list, values in e, 8 entries: C -1.00; C -0.08; C -0.50; Br -0.27; Al -0.20; I -0.39; O -0.17; C 0.49



[4]
DFT (ωB97M-V/def2-TZVPD) results for the ion C4H10N with charge +1 in a non-equilibrium geometry.

Output
E_LUMO (eV): -3.952
HOMO energy (eV): -14.13
ΔE to the lowest compared entry with this formula, charge and spin (kJ/mol): 288.9
SMILES: C[C@H]1C[C@@H]1[NH3+]

The geometry in ORCA input format:
```
! RIJCOSX wB97M-V def2-TZVPD def2/J DEFGRID3
* xyz 1 1
C -0.13461 1.03863 -0.67631
C 0.79657 -0.14984 -0.24849
C -0.88119 -0.00423 0.20745
C 1.10413 -1.24611 -1.20025
N -0.99361 0.48994 1.60586
H 0.16114 1.94995 -0.27421
H -0.34351 1.12493 -1.67331
H 1.55545 -0.16499 0.46040
H -1.64525 -0.73949 0.01382
H 0.44785 -1.17061 -2.00151
H 0.98697 -2.19521 -0.62103
H 2.21968 -1.08762 -1.48600
H -0.14624 1.04632 1.79074
H -1.34877 -0.25514 2.29958
H -1.77862 1.36347 1.80328
*
```

Mulliken atomic charge list, values in e, 8 entries: C -0.88; C 0.19; C -0.19; C -1.29; N -0.43; H 0.25; H 0.31; H 0.44



E_tot for the records above, in order: -6501.7950; -415.8722; -5016.1745; -212.8103 hartree
HOMO-LUMO gap for the records above, in order: 5.46; 8.24; 4.93; 10.18 eV